103
Properties=species:S:1:pos:R:3 method="wB97M-V/def2-TZVPD" smiles="C[C@H](I)Cc1cnc2cc(P(O)(O)=S)c(P(N)O)cc2n1.COC[C@@H](C)N.COC[C@@H](C)N.COC[C@@H](C)N.COC[C@@H](C)N" homo_ha=-0.3058 orbital_gap_ev=7.7201
C -5.0539 4.5812 1.3898
C -5.3887 3.3613 0.5146
I -6.2300 1.8964 1.8460
C -4.1024 2.8519 -0.1055
C -4.2380 1.6238 -0.9865
C -5.5000 1.1141 -1.3910
N -5.6719 0.0689 -2.1473
C -4.5078 -0.5043 -2.5608
C -4.5675 -1.6355 -3.4037
C -3.4338 -2.2509 -3.8779
P -3.6387 -3.7110 -4.9140
O -5.1102 -3.6178 -5.5407
O -2.6880 -3.5860 -6.1951
S -3.3207 -5.3705 -3.9981
C -2.1449 -1.7354 -3.5323
P -0.5438 -2.4413 -4.1567
N -0.3442 -1.5807 -5.6231
O 0.5716 -1.6887 -3.2110
C -2.0873 -0.6442 -2.7008
C -3.2532 -0.0144 -2.2069
N -3.1246 1.0727 -1.3897
H -4.4088 5.2620 0.8378
H -5.9410 5.0678 1.7751
H -4.4570 4.2272 2.2277
H -6.1189 3.7080 -0.2090
H -3.4375 2.5724 0.7096
H -3.6073 3.6028 -0.7183
H -6.3899 1.6236 -1.0577
H -5.5298 -2.0432 -3.6746
H -5.0231 -3.5275 -6.4994
H -1.9721 -4.2260 -6.0768
H -0.1598 -2.2330 -6.3679
H 0.3644 -0.8590 -5.5788
H 0.2510 -1.5243 -2.3163
H -1.1479 -0.1973 -2.4120
C 5.4946 -0.5336 -1.0363
C 4.2218 -0.5735 -1.8750
C 3.0190 0.1158 -1.2118
O 2.3867 -0.6377 -0.1927
C 2.9841 -0.5479 1.0871
N 3.9258 -1.9635 -2.2279
H 5.4589 -1.2354 -0.2024
H 6.3552 -0.8048 -1.6464
H 5.6743 0.4664 -0.6370
H 4.4254 -0.0257 -2.8003
H 2.2522 0.2580 -1.9786
H 3.2871 1.1139 -0.8402
H 3.3927 0.4498 1.2709
H 3.7699 -1.2965 1.2121
H 2.2094 -0.7490 1.8270
H 3.1283 -1.9727 -2.8594
H 3.5795 -2.4230 -1.3899
C 11.0462 2.8531 -2.8880
C 10.5188 1.4315 -2.7227
C 9.0045 1.3067 -2.9472
O 8.2082 1.7568 -1.8678
C 7.9690 3.1510 -1.8371
N 10.9274 0.9238 -1.4103
H 10.7921 3.4856 -2.0376
H 12.1330 2.8421 -2.9659
H 10.6495 3.3184 -3.7927
H 11.0027 0.8147 -3.4857
H 8.7672 0.2449 -3.0572
H 8.6978 1.7985 -3.8797
H 7.8758 3.5671 -2.8443
H 8.7550 3.6782 -1.2912
H 7.0307 3.3117 -1.3055
H 10.6642 -0.0547 -1.3342
H 10.3549 1.3869 -0.7095
C -5.6804 1.3458 7.2519
C -5.0028 1.2368 5.8898
C -3.7943 0.2887 5.8756
O -2.6157 0.8235 6.4471
C -2.5263 0.7196 7.8557
N -4.6565 2.5817 5.4234
H -5.1025 1.9521 7.9493
H -6.6562 1.8195 7.1474
H -5.8316 0.3604 7.6973
H -5.7376 0.8201 5.1936
H -3.5418 0.0829 4.8311
H -4.0408 -0.6758 6.3387
H -2.9822 -0.2051 8.2210
H -2.9891 1.5780 8.3486
H -1.4687 0.7136 8.1184
H -4.2942 2.5111 4.4759
H -3.8607 2.9029 5.9688
C -0.6725 -2.5005 0.8042
C -2.0837 -2.0658 0.4181
C -2.9556 -1.6734 1.6194
O -3.4659 -2.7602 2.3664
C -2.5822 -3.2941 3.3339
N -2.6895 -3.1149 -0.4032
H -0.6550 -3.5023 1.2325
H -0.0296 -2.5199 -0.0773
H -0.2299 -1.8100 1.5255
H -1.9893 -1.1712 -0.2007
H -3.8369 -1.1468 1.2368
H -2.4254 -0.9707 2.2775
H -1.9633 -2.5143 3.7884
H -1.9422 -4.0687 2.9045
H -3.1882 -3.7560 4.1134
H -3.5901 -2.7940 -0.7509
H -2.9257 -3.8928 0.2070